(1)
Below is a molecular structure, Cl4H2NaO, with properties calculated with ωB97M-V/def2-TZVPD.

Geometry as XYZ:
```
8
Properties=species:S:1:pos:R:3:mulliken_charge:R:1
Cl 3.2403 -4.5014 0.8560 -1.00
H -2.7635 2.4021 1.5447 0.31
H -1.8498 1.8723 2.6292 0.33
Cl 4.0283 2.1607 2.0068 -1.00
Na 0.5302 -0.3943 -0.8385 1.00
Cl 2.6241 0.2425 -5.4248 -1.00
O -2.3697 1.5946 1.8750 -0.64
Cl -3.4400 -3.3763 -2.6484 -1.00
```

- charge = -3
- energy above the lowest of the compared OMol25 structures with the same formula, charge and spin (kJ/mol) = 56.5
- HOMO (eV) = -0.24
- frontier orbital gap (eV) = 5.05
- E_LUMO (eV) = 4.81

***

(2)
Below is a molecular structure, C15H42F3O10SSn2 at a distorted geometry, with properties calculated with ωB97M-V/def2-TZVPD.

Geometry as XYZ:
```
73
Properties=species:S:1:pos:R:3:lowdin_spin:R:1
C 2.7009 -0.1988 -2.0605 0.00
H -0.0975 -3.6440 0.3191 0.00
H -1.4419 -4.8483 0.4727 0.00
H -4.8866 -0.0868 3.7479 0.00
H -1.6011 -0.9453 6.0954 0.00
C -5.1856 -0.5005 2.7849 0.00
H -3.1957 -0.5798 5.6436 0.00
H -5.0845 -1.5856 2.8054 0.00
H 2.0308 -1.0210 -4.6822 0.00
H 2.5180 -0.4776 0.8194 0.00
H 3.0625 3.8434 -4.3166 0.00
C 2.8619 -1.7114 -1.8938 0.00
H -5.4211 1.4281 0.9231 0.00
H 4.0276 -1.2378 0.9739 0.00
H 1.9771 -2.2986 -1.6480 0.00
H -0.8533 -2.2269 -6.4384 0.00
H -6.2341 -0.2641 2.6040 0.00
O 1.2677 -0.8079 -5.2242 0.00
C -2.1655 -0.4173 5.3268 0.00
H 3.2650 -2.1639 -2.7998 0.00
H 1.9167 0.0535 -2.7742 0.00
H 0.8905 3.5247 -4.7658 0.00
H 2.2051 4.7885 -3.1518 0.00
O 3.8568 0.4909 -2.3576 0.00
H -1.8028 -2.1435 0.9769 0.00
O -0.4170 0.1447 1.7283 0.00
H -3.3090 -0.0996 1.6636 0.00
H -2.1365 -1.0131 4.4145 0.00
C -0.6966 0.2463 -0.9512 0.00
O -4.7418 1.4639 1.6005 0.00
O 2.9541 3.0640 -2.2927 0.01
H 2.5031 0.3606 -1.1461 0.00
C 3.7121 0.6701 2.0662 0.00
S -0.2684 1.2096 0.7277 0.01
H 2.9858 1.2395 2.6461 0.00
H -4.6801 -0.4146 0.7004 0.00
H 4.4993 0.4254 -1.6474 0.00
Sn 2.7327 4.2037 0.6863 0.85
C -4.3837 0.0788 1.6260 0.00
C 1.2175 2.9141 -3.9241 0.00
H -0.2523 -1.1587 -3.7947 0.00
H -0.9351 -0.4117 -6.2903 0.00
C -0.8382 -4.0953 0.9792 0.00
C -0.9744 -1.3710 -5.7743 0.00
H 4.6414 0.5661 2.6262 0.00
C -1.7783 1.0484 5.1730 0.00
O -1.3392 2.2522 0.8788 0.01
C 0.1305 -1.5411 -4.7409 0.00
H 0.4755 2.9621 -3.1271 0.00
C 3.2711 -0.7247 1.5677 0.00
H 2.9628 -1.2677 2.4611 0.00
F -0.2769 0.9521 -1.9774 0.00
O -2.8627 1.8891 4.8170 0.00
H 1.3452 1.9833 -4.4767 0.00
Sn -3.1157 3.8810 2.5378 0.03
H 0.4863 -2.5473 -4.5196 0.00
O -0.6542 -2.3305 2.5537 0.00
H -2.4998 -3.1857 2.2820 0.00
O 4.1700 1.3742 0.9625 0.05
F -1.9363 0.0289 -1.1423 0.00
H -1.8801 -1.5509 -5.1952 0.00
O 1.0928 1.8137 0.5927 0.03
H -0.4649 -1.4574 2.2022 0.00
H -0.2734 -4.6325 1.7411 0.00
H -0.9819 1.1157 4.4318 0.00
C 2.4029 3.7597 -3.4529 0.00
C -1.6155 -2.9446 1.6920 0.00
H 3.5944 -1.9114 -1.1118 0.00
H 3.1440 2.1579 -2.5467 0.00
H 5.0137 1.0171 0.6758 0.00
F -0.0240 -0.9040 -0.9861 0.00
H -1.3762 1.3969 6.1243 0.00
H -3.2342 2.3725 5.5585 0.00
```

- charge = +2
- energy above the lowest of the compared OMol25 structures with the same formula, charge and spin (kJ/mol) = 0.0
- HOMO (alpha / beta) (eV) = -12.76 / -13.50
- frontier orbital gap (alpha / beta) (eV) = 2.78 / 3.60
- multiplicity = 2
- expectation value of S² = 0.75
- E_LUMO (alpha / beta) (eV) = -9.98 / -9.90

***

(3)
Below is a molecular structure, C3H2CrO2 at a distorted geometry, with properties calculated with ωB97M-V/def2-TZVPD.

Geometry as XYZ:
```
8
Properties=species:S:1:pos:R:3:lowdin_spin:R:1
H -2.0991 -1.5470 1.1184 0.00
Cr 2.4514 0.3276 0.0452 3.99
O -0.4635 0.7071 -0.5633 0.03
H -2.4262 -0.0464 -1.0269 0.00
C 0.5354 -0.0179 0.0785 -0.13
C -1.4424 -0.9687 0.4758 0.04
C -1.6666 0.1580 -0.2229 0.05
O -0.0888 -1.1192 0.6500 0.02
```

- charge = +2
- energy above the lowest of the compared OMol25 structures with the same formula, charge and spin (kJ/mol) = 0.0
- HOMO (alpha / beta) (eV) = -19.56 / -19.60
- frontier orbital gap (alpha / beta) (eV) = 6.59 / 7.91
- multiplicity = 5
- expectation value of S² = 6.05
- E_LUMO (alpha / beta) (eV) = -12.97 / -11.69

***

(4)
Below is a single C4H5NO molecule, with properties calculated with ωB97M-V/def2-TZVPD.

Geometry as XYZ:
```
11
Properties=species:S:1:pos:R:3:mulliken_charge:R:1
C 0.8301 -0.4194 0.0704 0.51
N 1.9852 0.0785 -0.4503 -0.41
H 2.0930 1.0609 -0.6605 0.23
O 0.7198 -1.5500 0.4939 -0.56
H -1.8394 -0.7260 1.0233 0.27
C -0.0026 1.7489 0.2405 -0.46
C -0.3845 0.5140 0.0826 0.57
H -2.5419 0.6490 0.1376 0.35
H 2.8156 -0.4805 -0.3177 0.25
H -1.9174 -0.7636 -0.7420 0.27
C -1.7579 -0.1118 0.1222 -1.02
```

- charge = 0
- energy above the lowest of the compared OMol25 structures with the same formula, charge and spin (kJ/mol) = 299.0
- HOMO (eV) = -10.37
- frontier orbital gap (eV) = 9.66
- E_LUMO (eV) = -0.71

***

(5)
Below is 2 unconnected molecules or ions with the total composition C2HClFN3 at a distorted geometry, with properties calculated with ωB97M-V/def2-TZVPD.

Geometry as XYZ:
```
8
Properties=species:S:1:pos:R:3:mulliken_charge:R:1
N -1.3894 -0.7779 -0.7248 -0.20
C 2.2884 0.0801 -0.5906 0.43
F -2.0584 -0.4754 1.5394 -0.25
N 1.3865 -0.4925 -1.0027 -0.32
N -1.9522 0.3280 -0.6945 -0.23
Cl 3.5312 0.8826 -0.0299 -0.10
C -1.3296 -0.0827 0.5290 0.44
H -0.4765 0.5379 0.9740 0.23
```

- charge = 0
- energy above the lowest of the compared OMol25 structures with the same formula, charge and spin (kJ/mol) = 192.3
- HOMO (eV) = -10.21
- frontier orbital gap (eV) = 10.52
- SMILES = FC1N=N1.N#CCl
- E_LUMO (eV) = 0.31

***

(6)
Below is a molecular structure, C28H46BrN3P2Pb at a distorted geometry, with properties calculated with ωB97M-V/def2-TZVPD.

Geometry as XYZ:
```
81
Properties=species:S:1:pos:R:3:mulliken_charge:R:1
C -0.1959 1.6356 3.4512 0.42
H -3.4494 4.0191 -0.9769 0.31
H -7.1201 6.3841 -3.0601 0.41
H 5.0489 -2.4532 -3.1039 0.40
C -1.7738 1.7967 -1.5074 0.86
H 5.3527 3.1588 0.4624 0.37
H -5.2828 5.6529 -1.4937 0.40
H 6.4234 -2.3357 2.4496 0.40
H 0.7572 -0.5485 -1.6766 1.05
C 0.7624 -0.1868 4.7688 -0.77
H -2.4100 2.4919 -3.4674 0.43
H 5.9482 2.2270 -0.9355 0.38
C -0.5104 -0.3383 0.0676 0.54
C 5.7304 2.1839 0.1391 -1.31
C -3.6790 -1.7733 0.4966 -1.13
H -0.9559 0.4570 6.3684 0.32
H 6.6719 1.9903 0.6718 0.39
C -6.4193 5.5782 -3.3401 -0.37
P 5.5279 -0.5002 0.0501 0.37
C 4.7066 -1.0479 -1.4894 0.36
C -3.4767 3.5762 -1.9837 -0.24
H 5.3523 -3.1151 -1.4980 0.34
H 3.6760 -1.3049 -1.2170 -0.52
C -5.4049 5.1570 -2.4609 -0.45
C 4.7160 1.0696 0.4217 -0.02
C -1.2869 0.9750 5.4714 -0.92
C -2.1034 1.5819 -0.0701 -1.50
H -1.6309 -4.7301 0.3283 0.34
H 0.6584 -0.4831 5.8093 0.35
C -1.5042 0.5080 0.6087 -1.23
Br 1.4316 -0.7276 1.4782 -0.16
H -5.9579 3.5516 -5.9123 0.41
P -0.9938 -2.1295 -0.0501 0.21
H 0.2003 -3.2045 1.6175 0.56
H -2.1857 0.4830 5.0819 0.34
H 6.5125 -2.0074 -2.2430 0.38
H -0.0884 -1.8106 -2.9589 0.31
Pb -0.3923 3.1095 -0.1669 1.20
H 4.4187 1.0572 1.4750 0.36
H -0.2455 1.2422 -3.0342 0.60
N -0.2778 2.3504 2.5128 -0.52
C -4.5303 4.0965 -2.8452 0.67
C -2.7163 -2.1222 -0.6539 -0.80
H -2.6490 -4.2483 1.7510 0.35
H 4.7386 -2.6407 0.7379 0.44
H 0.5173 -3.4685 -3.1702 0.47
H -4.1080 -2.6819 0.9440 0.39
C -4.7681 3.5235 -4.1222 -0.44
N -6.6020 5.0256 -4.5513 0.06
H -4.5070 -1.1409 0.1407 0.35
C 5.4822 -1.7848 2.5630 -1.35
C -0.8717 -3.0395 1.4642 -0.54
C 4.7606 -1.6598 1.2246 0.96
C -0.0523 0.0403 -1.2465 -0.56
C 0.2924 -2.8636 -1.1013 0.14
H -1.5496 2.0067 5.7195 0.38
H 5.7161 -0.8046 2.9950 0.35
H -1.2249 -2.3763 2.2611 0.46
H 4.8681 -2.3436 3.2826 0.38
H -2.9659 -3.0922 -1.1209 0.61
H 0.4756 -3.8923 -0.7481 0.75
H 0.5309 -1.0363 4.1284 0.24
H -1.1682 -3.1963 -2.6477 0.35
C 5.4483 -2.2204 -2.1152 -1.27
H -1.8042 0.3466 1.6401 1.52
H 1.7892 0.1217 4.5730 0.28
C -0.6190 1.0393 -2.0016 -1.75
H -2.8208 -1.3882 -1.4737 0.52
C -0.1375 -2.8313 -2.5611 -1.12
C -2.5482 2.6468 -2.3795 -0.41
H 3.8054 1.1544 -0.1799 0.06
H -2.9120 2.2133 0.3611 0.39
C -1.6237 -4.3750 1.3736 -1.20
H -4.1546 2.6842 -4.4523 0.33
H 3.7105 -1.3196 1.3519 -1.13
N -0.1689 0.9175 4.5455 -0.02
C -5.8047 4.0228 -4.9312 -0.40
H -3.1808 -1.2131 1.3024 0.30
H 4.6841 -0.1943 -2.1732 0.49
H -1.1094 -5.1439 1.9682 0.39
H 1.2273 -2.3022 -0.9369 -0.31
```

- charge = +4
- HOMO (alpha / beta) (eV) = -18.01 / -18.07
- frontier orbital gap (alpha / beta) (eV) = 4.24 / 5.64
- E_LUMO (alpha / beta) (eV) = -13.78 / -12.43